Below is a cluster of 2 separate species, C12H20N4O5S in total, with properties calculated with ωB97M-V with the def2-TZVPD basis set.

```
42
Properties=species:S:1:pos:R:3:forces:R:3
C 2.276840 3.864081 -4.030227 -0.3786 -0.5080 -0.1150
N 1.734685 2.836842 -3.143789 0.4533 0.3795 0.8508
C 1.106488 1.731683 -3.561946 0.4216 -0.1883 -0.9902
O 0.987008 1.468763 -4.755780 -0.2888 -0.0624 0.4427
C 0.561371 0.729564 -2.527606 -0.4093 -0.0782 0.3284
C -0.925900 0.970938 -2.237105 0.2075 0.5454 0.1365
O -1.154307 2.249665 -1.676580 -0.3183 0.0070 -0.1822
N 1.312116 0.560255 -1.263524 0.3848 -0.6031 -0.5971
C 1.565883 1.455039 -0.312036 -0.0062 -0.3523 0.5604
C 2.312282 0.956075 0.901106 -0.0325 0.0150 -0.0931
O 1.190954 2.619052 -0.367007 -0.1031 1.0083 0.0521
H 2.945757 4.523875 -3.476823 -0.1140 -0.1622 0.0698
H 1.457682 4.450259 -4.450240 0.1053 0.0689 -0.0989
H 2.826459 3.395448 -4.848957 -0.0801 0.0517 0.0653
H 1.752150 3.007040 -2.145932 -0.1430 0.1297 -0.1468
H 0.603861 -0.236865 -3.030714 0.2037 0.0561 0.0311
H -1.489935 0.889516 -3.167446 0.0251 0.0922 0.0062
H -1.286365 0.204601 -1.549476 0.0815 -0.3305 -0.0398
H -0.414531 2.468355 -1.083340 -0.1119 0.1082 -0.1509
H 1.577375 -0.394496 -1.054943 -0.1713 0.1456 -0.0882
H 3.329375 0.696066 0.614541 0.0790 -0.1163 0.1017
H 1.806694 0.079332 1.303197 0.0985 -0.1363 0.0383
H 2.332203 1.742338 1.654717 0.0038 -0.0678 -0.1402
N -2.486296 -0.682812 5.310146 -0.0688 0.1074 0.1615
C -2.072090 -1.189083 4.097199 -0.4302 0.1868 0.5392
C -1.840419 -0.330484 3.027941 0.3842 -0.1932 -1.1247
C -1.429274 -0.840692 1.793473 -0.0241 0.0153 0.2871
C -1.249697 -2.221000 1.634419 0.2128 -0.2187 -0.2630
S -0.723606 -2.865499 0.029406 -0.0343 0.2180 -2.3473
N -0.066134 -4.347805 0.349737 -0.4231 0.1684 0.6430
O 0.381834 -2.097473 -0.549769 -0.7921 0.3316 1.2638
O -1.815806 -3.103984 -0.909564 0.5539 0.2920 1.6631
C -1.492881 -3.082845 2.712534 -0.0759 0.1668 0.1987
C -1.897490 -2.559732 3.943396 0.3555 -0.5733 -0.9335
H -2.843091 0.269637 5.314974 0.0783 -0.6056 0.1734
H -2.880901 -1.342596 5.975496 0.0984 0.5436 -0.2999
H -1.979531 0.738404 3.146198 0.0011 -0.0698 -0.0253
H -1.255556 -0.159713 0.961837 -0.0041 -0.1337 0.1258
H -0.226512 -4.884892 -0.491833 -0.0341 -0.2691 -0.0684
H 0.919777 -4.178297 0.485067 0.2765 -0.2744 0.0661
H -1.373637 -4.158918 2.602882 0.0276 0.2727 -0.0540
H -2.076835 -3.229644 4.776373 -0.0085 0.0330 -0.0464
```
Positions in Å, forces in eV/Å.

## Properties
- Frontier orbital gap: 0.34257 hartree
- HOMO energy: -9.0 eV
- Energy: -1462.70839 Eh
- LUMO energy: 0.317 eV
- Structure (SMILES): CNC(=O)[C@H](CO)NC(C)=O.Nc1ccc(S(N)(=O)=O)cc1

Below is a structure of composition C12H20N8O2Pt, with properties calculated with ωB97M-V with the def2-TZVPD basis set.

```
43
Properties=species:S:1:pos:R:3:forces:R:3
Pt 0.331921 1.118740 -0.044678 0.1342 -0.2183 -0.6413
N 1.149303 -0.904328 -0.716257 -0.0838 0.2591 0.3627
C 0.242333 -1.598890 -1.658106 -0.4953 0.2059 -0.1152
C -0.159513 -3.012902 -1.250405 0.4482 -0.2363 0.1275
C -0.939109 -3.286267 0.050874 -0.2588 0.4178 -0.2788
C -2.461874 -3.325664 -0.163209 -0.1805 0.0606 0.2166
N -3.164916 -2.034429 -0.235892 0.3723 -0.1933 -0.0604
C -3.469184 -1.274792 0.793122 -0.2362 0.0611 0.1333
N -3.789197 0.022894 0.615508 -0.1118 -0.2182 -0.1632
N -3.432315 -1.759895 2.038163 0.0507 -0.0958 0.0840
C -0.989278 -0.726930 -1.945035 0.2083 0.1490 0.4870
O -1.964725 -1.225216 -2.477650 0.2194 0.3358 -0.1640
O -0.905747 0.513928 -1.556892 -0.4659 -0.1318 0.0688
H 2.013385 -0.624082 -1.158921 0.1607 -0.1424 -0.0483
H 1.379565 -1.464498 0.095313 0.0177 -0.1412 -0.0088
H 0.749896 -1.688180 -2.619217 0.0857 -0.0105 -0.0314
H 0.764112 -3.596070 -1.231021 -0.0370 -0.0801 0.0060
H -0.755681 -3.399633 -2.075232 0.1184 -0.0466 -0.1125
H -0.678592 -2.608869 0.873439 0.0105 -0.0154 -0.0485
H -0.663382 -4.290377 0.372195 0.0142 0.0142 0.0993
H -2.941262 -3.930081 0.608121 0.0278 -0.0788 -0.0342
H -2.653965 -3.820727 -1.111053 -0.1634 -0.0610 0.0060
H -3.239956 -1.637582 -1.169225 0.1749 0.1093 0.0470
H -3.837504 0.367836 -0.332083 0.0347 0.0279 -0.0116
H -4.422925 0.459687 1.266000 0.0417 0.0356 0.0324
H -3.336764 -2.750113 2.188322 -0.0574 0.0303 0.0070
H -3.789422 -1.221847 2.808880 0.0636 0.0713 0.0018
N 2.677693 3.649967 2.217373 0.0937 0.0623 0.1493
C 1.869454 3.356435 3.295004 0.0480 0.0393 -0.0901
C 0.974367 2.438833 2.851608 -0.0407 -0.1511 -0.0409
N 1.236328 2.170608 1.525566 -0.1130 -0.1565 -0.1638
C 2.271531 2.920065 1.170176 -0.0173 0.0976 0.2092
C 2.739394 2.870430 -0.198988 0.1528 0.0318 -0.1601
N 2.073692 2.126710 -1.060466 -0.2117 -0.1336 0.1290
C 2.694060 2.250648 -2.277937 -0.0936 -0.0074 -0.0075
C 3.760846 3.087787 -2.136289 -0.0668 -0.1001 -0.0427
N 3.774961 3.468252 -0.816992 0.0357 0.0551 0.0121
H 3.445704 4.301362 2.236478 0.0097 0.0388 0.0045
H 1.992587 3.822075 4.258577 0.0406 -0.0201 -0.0791
H 0.180120 1.956810 3.395807 0.0271 0.0192 -0.0853
H 2.327833 1.758394 -3.165053 0.0362 0.0471 0.0752
H 4.492371 3.430209 -2.849770 -0.0380 0.0203 0.0878
H 4.453858 4.089702 -0.410156 0.0443 0.0492 0.0412
```
Positions in Å, forces in eV/Å.

## Properties
- Frontier orbital gap (spin up / spin down): 0.32939 / 0.27809 hartree
- <S²>: 2.006
- HOMO energy (spin up / spin down): -14.6 / -14.7 eV
- Energy: -1176.64946 Eh
- Spin multiplicity: 3
- LUMO energy (spin up / spin down): -5.601 / -7.176 eV
- ΔE to the lowest compared entry with this formula, charge and spin: 0.150 eV
- Charge: +2

Below is a cluster of 2 separate species, C12H20NOS in total, with properties calculated with ωB97M-V with the def2-TZVPD basis set.

```
35
Properties=species:S:1:pos:R:3:forces:R:3
C -4.461274 0.560136 1.071922 1.1087 1.5561 -0.1130
C -3.984874 -0.532007 0.417697 0.0906 -1.1770 -0.3137
C -3.847405 1.812992 0.891302 -1.3223 -0.0774 -0.6180
C -2.990290 -0.356061 -0.528460 0.1496 1.4191 0.8235
C -2.845754 2.052055 -0.056631 -0.1466 -1.5836 0.5047
C -2.438542 0.896514 -0.727655 0.6326 0.8918 -0.5061
C 0.308296 -3.934415 -0.265745 -2.6724 0.3916 -1.3841
C 2.128922 2.102065 1.871992 -2.7395 -1.4898 -1.0228
C -1.311676 0.971405 -1.723292 1.4113 1.3533 1.0922
C -0.073632 -2.874869 0.696308 1.9798 0.3206 2.5146
C 2.388650 1.967256 0.436620 -2.3260 -0.2813 -2.6004
C 0.336764 0.331566 0.000902 0.4127 -0.2508 0.4479
N 3.417837 1.414153 -0.200974 0.2353 -1.4782 3.6911
O -0.110290 0.174645 -1.318059 -0.8393 0.7421 0.5582
S 1.032576 -1.262727 0.663204 -0.7125 0.9917 -1.1071
H -5.295894 0.545094 1.741222 -0.2430 -0.3704 0.3073
H -4.403189 -1.483585 0.692255 -0.0449 -0.4507 -0.3915
H -4.472251 2.510414 1.397795 0.5786 1.4470 0.3454
H -2.452846 -1.033379 -1.115018 -0.0261 -1.9735 -0.5448
H -2.289272 2.951652 -0.307384 -0.6127 0.2474 0.4720
H -0.391075 -4.759335 -0.395717 -0.3238 -0.3790 1.3495
H -0.042500 -3.503173 -1.194726 1.2630 0.3463 -1.0400
H 1.253264 -4.369627 -0.237172 1.7736 -0.1202 -0.0760
H 2.691721 1.579057 2.563575 1.4318 -1.1097 1.1030
H 1.040930 1.925517 2.097733 0.9893 -0.2623 -0.4073
H 2.146976 3.111454 2.037852 0.6957 2.9226 0.7074
H -1.576065 0.591762 -2.655154 -0.4709 -1.2868 -1.4762
H -1.031094 2.030175 -2.023101 0.0287 -0.9282 1.0393
H 0.191130 -3.029742 1.772757 -0.3971 -0.5847 -0.8208
H -1.110049 -2.619035 0.694452 -0.5575 0.6762 -0.4398
H 1.693622 2.560730 -0.210606 1.0483 -0.2237 0.6365
H -0.430633 0.584775 0.787512 0.3526 -0.0214 -0.9049
H 3.983962 1.781369 -0.910220 0.0087 0.8435 -1.6291
H 1.912427 -1.390534 -0.385751 -0.6761 -0.5458 0.3626
H 3.963639 0.801445 0.421962 -0.0802 0.4452 -0.5598
```
Positions in Å, forces in eV/Å.

## Properties
- Frontier orbital gap (spin up / spin down): 0.26524 / 0.26529 hartree
- HOMO energy (spin up / spin down): -10.6 / -10.6 eV
- Energy: -996.99227 Eh
- LUMO energy (spin up / spin down): -3.389 / -3.388 eV
- ΔE to the lowest compared entry with this formula, charge and spin: 0.639 eV
- Charge: +1

Below is an isolated molecule of C12H20O6, with properties calculated with ωB97M-V with the def2-TZVPD basis set.

```
38
Properties=species:S:1:pos:R:3:forces:R:3
C 0.733792 -3.390010 2.035652 1.4338 -0.1582 -1.1715
C 1.637892 -2.249511 1.526849 1.9086 -3.8243 -0.0717
C 3.167933 -2.847089 1.523421 -1.7858 1.7060 -3.2661
O 1.165188 -2.100556 0.174454 0.6011 1.0022 1.6943
C 0.899916 -0.719445 0.091484 -1.5321 -0.5291 -1.2574
C -0.713350 -0.453264 0.294422 0.2056 1.1218 -1.6709
O -1.347718 -0.737667 1.531665 3.0958 -0.8032 1.1074
C -0.967461 1.095879 0.045821 0.5053 0.7560 0.9480
C -2.404567 1.708949 0.129702 0.9397 1.1707 -0.3516
O -2.868012 1.849876 -1.307397 -0.1525 -0.7034 3.4332
C -1.712279 1.888914 -2.086858 0.0599 -0.0336 -0.2747
C -1.947233 0.821621 -3.188205 0.6994 -0.8837 1.2737
C -1.514086 3.340647 -2.706530 -3.8722 -0.9801 2.2631
O -0.647098 1.614394 -1.169275 2.3322 -0.2169 -2.6580
O -0.068776 1.727353 1.074538 -1.4972 0.1404 -0.5108
C 1.330384 1.504485 1.041386 -0.5946 -1.2792 2.0746
C 1.705029 -0.053440 1.155110 1.8902 1.3133 -0.7581
O 1.595760 -1.007171 2.271026 -1.7253 -0.1692 -1.3175
H 0.667813 -4.239348 1.277013 0.3830 1.3022 0.9834
H -0.216808 -3.002900 2.170931 -2.1098 0.5589 0.2386
H 1.096548 -3.734432 2.961030 0.3771 -0.7148 1.2257
H 3.295620 -3.721253 0.796419 -0.2297 1.6776 0.5519
H 3.385351 -3.243165 2.424232 0.3358 -1.2970 3.3429
H 3.887380 -2.011370 1.427827 -0.2438 -0.5576 -0.6527
H 1.238816 -0.541444 -0.947913 -0.7194 1.0701 0.5153
H -1.199971 -1.126256 -0.430098 0.1774 0.5637 -0.2466
H -0.547401 -0.979241 2.106534 -1.9027 0.6115 -0.4009
H -2.340542 2.761734 0.524796 0.1365 -1.1856 -0.1357
H -2.935123 1.082087 0.814496 -1.4331 -0.2839 -0.3319
H -0.978101 0.593095 -3.646496 -0.3684 0.2087 -0.4510
H -2.380978 -0.173341 -2.818913 0.6118 1.5943 -0.1185
H -2.673353 1.290955 -3.831240 -0.0339 -0.1951 -0.6567
H -0.556263 3.673119 -2.816509 2.6926 0.3784 -0.7706
H -1.962552 4.021985 -1.929906 0.4192 -0.5728 -0.5759
H -2.179408 3.471431 -3.570832 0.6017 -0.1502 0.0046
H 1.735737 1.893543 0.109662 0.3558 -0.3845 -0.1873
H 1.797928 2.070927 1.899510 -0.7517 -0.4838 -0.8802
H 2.819993 -0.080091 1.042191 -0.8100 0.2303 -0.9403
```
Positions in Å, forces in eV/Å.

## Properties
- Frontier orbital gap: 0.37504 hartree
- HOMO energy: -9.5 eV
- Energy: -920.55474 Eh
- LUMO energy: 0.676 eV
- ΔE to the lowest compared entry with this formula, charge and spin: 0.441 eV
- Structure (SMILES): CC1(C)O[C@H]2[C@@H](O)[C@@]3(COC(C)(C)O3)OC[C@H]2O1

Below is a structure of composition C12H21AsCl2N3O2OsS, with properties calculated with ωB97M-V with the def2-TZVPD basis set.

```
43
Properties=species:S:1:pos:R:3:forces:R:3
Os 1.194906 0.461451 -0.593458 -0.7908 -0.0670 0.0679
O -0.959235 3.261260 -2.419787 -0.0504 0.0688 0.0086
C -0.340301 2.286500 -2.224940 0.1028 0.1838 0.2997
O 0.344171 2.089018 -0.997660 -0.1381 -0.0623 -0.3100
C -0.145520 1.128003 -3.128202 0.2713 -0.4083 0.1250
C -0.672670 1.077679 -4.390619 -0.0892 0.1291 -0.1250
C -0.413300 -0.047198 -5.170263 0.0395 -0.0938 -0.0124
C 0.365092 -1.073962 -4.648529 -0.0730 0.0525 -0.1544
C 0.856243 -0.966691 -3.365671 -0.0447 0.3223 0.2509
N 0.602172 0.126445 -2.608342 0.1027 -0.2074 -0.2892
H -1.261516 1.912658 -4.749123 -0.0027 -0.0190 -0.0221
H -0.809370 -0.118536 -6.175317 0.0049 0.0153 -0.0007
H 0.600601 -1.952813 -5.233638 -0.0204 0.0053 0.0070
H 1.464760 -1.748213 -2.934538 -0.0082 -0.0089 0.0276
Cl 2.650359 -1.448404 -0.518804 0.2004 -0.3694 0.2084
C 4.204219 -1.268292 0.520799 0.2967 0.2067 0.0030
Cl 4.328912 0.303038 1.230030 -0.1209 -0.0513 -0.0746
H 5.002099 -1.429510 -0.195807 -0.0185 -0.0696 -0.0440
H 4.113183 -2.051631 1.264339 -0.0891 -0.0304 -0.0069
C 2.030330 3.076435 1.880128 0.0282 0.0407 -0.0584
As 0.891137 1.542778 1.683022 0.0591 0.0770 0.1394
C -0.879585 2.288132 1.747271 -0.0922 -0.0017 -0.0835
C 1.119710 0.446226 3.244039 0.0805 -0.1440 0.0260
H 1.692699 3.571068 2.792011 0.0429 0.0547 0.0127
H 1.888756 3.739357 1.029266 0.0128 0.0291 -0.0083
H 3.073742 2.792135 1.976958 0.0003 0.0026 0.0111
H -1.098311 2.517046 2.789800 -0.0440 0.0334 0.0099
H -1.629117 1.618292 1.330637 -0.0049 0.0037 0.0067
H -0.878201 3.205383 1.162137 -0.0165 0.0197 0.0050
H 0.421163 0.811672 3.995720 0.0232 -0.0325 0.0741
H 2.136753 0.567643 3.610239 0.0218 -0.0193 0.0202
H 0.935740 -0.604861 3.032926 -0.0438 -0.0166 0.0150
C -3.783742 -3.379829 1.696298 0.1378 0.0690 -0.1637
N -2.770773 -2.852560 0.758037 -0.1324 -0.1334 0.0671
C -2.027006 -1.802066 0.993727 0.1949 0.1282 0.0842
N -2.142645 -1.140816 2.138106 0.0506 0.0285 -0.0307
S -0.904890 -1.322485 -0.278865 0.1628 0.2963 -0.1160
H -4.275066 -4.219992 1.217292 -0.0022 -0.0065 0.0017
H -4.531783 -2.616636 1.909147 -0.0163 0.0076 -0.0012
H -3.307862 -3.727210 2.612657 0.0148 0.0018 0.0129
H -2.646534 -3.334245 -0.121446 0.0014 0.0272 0.0167
H -2.827432 -1.409997 2.830109 -0.0069 -0.0034 0.0205
H -1.611885 -0.306274 2.310317 -0.0442 -0.0587 -0.0204
```
Positions in Å, forces in eV/Å.

## Properties
- Frontier orbital gap (spin up / spin down): 0.32302 / 0.21471 hartree
- <S²>: 6.027
- HOMO energy (spin up / spin down): -19.0 / -18.8 eV
- Energy: -4428.54122 Eh
- Spin multiplicity: 5
- LUMO energy (spin up / spin down): -10.185 / -12.995 eV
- ΔE to the lowest compared entry with this formula, charge and spin: 0.084 eV
- Charge: +3

- Look up the energy of the first one.
  -1462.70839 Eh

- What is the energy in the third record?
  -996.99227 Eh